# C4H10S

A 2-piece molecular cluster, C4H10S overall (ωB97M-V/def2-TZVPD, OMol25).

For the LUMO energy (alpha / beta), the calculation gives -4.721 / -9.666 eV. For the energy above the lowest of the compared OMol25 structures with the same formula, charge and spin, the calculation gives 112.88 kJ/mol. As for the expectation value of S²: 0.7530. Its frontier orbital gap (alpha / beta) is 6.228 / 1.282 eV.

ORCA input file:
```
! wB97M-V def2-TZVPD RIJCOSX def2/J DEFGRID3
* xyz 1 2
C -1.82449 4.50871 -1.43709
S -0.25137 5.28446 -1.76186
H -2.09468 4.88200 -0.44797
H -2.52387 4.71977 -2.24537
H -1.67682 3.44526 -1.41294
H 0.48279 4.22449 -1.35794
C -0.20335 -5.80672 1.14815
C 0.73534 -5.03414 2.01555
C 1.98701 -5.38929 2.26317
H 0.32290 -6.32563 0.36215
H -0.64922 -6.62510 1.71720
H -0.95509 -5.20784 0.65985
H 0.31323 -4.24588 2.63502
H 2.60218 -4.86509 2.99298
H 2.48442 -6.29092 1.91705
*
```

---

# C4H10S2

One molecule with the formula C4H10S2 at a distorted geometry (ωB97M-V/def2-TZVPD, OMol25).

For the LUMO energy, the calculation gives 0.436 eV. For the energy above the lowest of the compared OMol25 structures with the same formula, charge and spin, the calculation gives 168.51 kJ/mol. Its SMILES is CCSSCC. Its frontier orbital gap is 8.469 eV.

ORCA input file:
```
! wB97M-V def2-TZVPD RIJCOSX def2/J DEFGRID3
* xyz 0 1
C 2.09296 -0.82653 0.97118
C 0.98732 -0.07267 1.81021
S 0.09634 1.33606 0.94414
S -0.05221 0.49116 -0.94622
C -0.79033 -1.21896 -1.50758
C -2.33752 -1.09310 -1.27689
H 1.76628 -1.72859 0.54106
H 2.63788 -0.27405 0.16490
H 2.84752 -1.00023 1.68312
H 0.07967 -0.67918 1.94561
H 1.36325 0.21149 2.79818
H -0.31982 -1.97479 -0.85414
H -0.45173 -1.24500 -2.46667
H -2.78853 -2.12088 -1.55011
H -2.69464 -0.76700 -0.26225
H -2.86042 -0.38980 -1.94799
*
```

---

# C4H10Se

One molecule with the formula C4H10Se at a distorted geometry (ωB97M-V/def2-TZVPD, OMol25).

For the LUMO energy, the calculation gives 0.919 eV. For the energy above the lowest of the compared OMol25 structures with the same formula, charge and spin, the calculation gives 100.66 kJ/mol. Its SMILES is CCCC[SeH]. Its frontier orbital gap is 9.607 eV.

ORCA input file:
```
! wB97M-V def2-TZVPD RIJCOSX def2/J DEFGRID3
* xyz 0 1
C -2.04291 0.63810 -0.31301
C -0.97655 -0.39362 0.09239
C 0.38481 0.15902 -0.01477
C 1.55070 -0.92868 0.03454
Se 3.29679 0.00499 -0.18323
H -1.88298 1.07796 -1.35308
H -1.78168 1.47775 0.36913
H -3.14318 0.34532 -0.29704
H -1.18866 -0.48861 1.14044
H -1.17990 -1.42727 -0.39374
H 0.43671 0.69265 0.84731
H 0.63530 0.84337 -0.93432
H 1.57422 -1.46433 0.93831
H 1.45734 -1.64310 -0.75913
H 2.85998 1.10645 0.82621
*
```

---

# C4H11AlAsF8N2O5S2

C4H11AlAsF8N2O5S2 as an isolated structure at a distorted geometry (ωB97M-V/def2-TZVPD, OMol25).

For the LUMO energy, the calculation gives -11.391 eV. For the energy above the lowest of the compared OMol25 structures with the same formula, charge and spin, the calculation gives 95.67 kJ/mol. Its frontier orbital gap is 3.763 eV.

ORCA input file:
```
! wB97M-V def2-TZVPD RIJCOSX def2/J DEFGRID3
* xyz 1 1
Al 18.99788 0.11228 -12.23539
As 18.28388 -4.24624 -11.26629
F 16.67332 -3.61011 -11.01448
F 18.67253 -3.72800 -9.66409
F 19.90817 -4.78182 -11.43824
F 17.97235 -4.55571 -12.97185
F 18.73931 -2.61690 -11.84419
F 17.69218 -5.80578 -10.89518
N 20.97614 1.78268 -12.97598
S 21.52348 3.16664 -12.38464
O 21.33282 4.25779 -13.26313
O 22.66353 3.08182 -11.55190
F 20.40061 3.30026 -11.27203
S 22.39025 1.32693 -13.85323
O 23.44193 0.88257 -13.03559
O 22.67952 2.15791 -14.95452
F 21.79281 0.04746 -14.52503
C 16.95560 -3.03943 -15.70276
C 17.81998 -2.04816 -14.90291
C 18.32944 -0.94238 -15.83240
O 19.11711 0.00194 -15.12573
C 19.51069 1.06560 -16.01312
N 17.08323 -1.54883 -13.72099
H 16.11724 -2.48679 -16.14548
H 16.63798 -3.87021 -15.08072
H 17.46418 -3.31088 -16.63212
H 18.69371 -2.58493 -14.52471
H 17.50908 -0.44932 -16.36521
H 18.99164 -1.39095 -16.58228
H 20.27029 0.78878 -16.74534
H 20.02360 1.78021 -15.37275
H 18.62776 1.54372 -16.43362
H 17.05144 -2.51992 -13.36460
H 16.14140 -1.30190 -14.03316
*
```

---

# C4H11AlO4P

C4H11AlO4P as an isolated structure at a distorted geometry (ωB97M-V/def2-TZVPD, OMol25).

For the LUMO energy, the calculation gives 3.534 eV. For the energy above the lowest of the compared OMol25 structures with the same formula, charge and spin, the calculation gives 0.00 kJ/mol. Its frontier orbital gap is 8.257 eV.

ORCA input file:
```
! wB97M-V def2-TZVPD RIJCOSX def2/J DEFGRID3
* xyz -1 1
O -3.53016 0.56407 -1.07462
P -2.41334 -0.36032 -1.58700
Al -0.44645 -0.33174 -0.23928
C 0.84348 0.68278 -1.42858
C 2.03416 1.34704 -0.69799
O 1.62898 2.40861 0.14321
O 0.05363 -2.01240 0.36959
C -0.31990 -1.90022 1.72341
C 0.14904 -0.46450 2.17655
O -0.56783 0.48159 1.40445
H -2.06867 0.07751 -2.91573
H -2.91513 -1.68598 -1.80044
H 0.28045 1.49525 -1.91700
H 1.26726 0.08380 -2.24792
H 2.67299 0.63486 -0.16781
H 2.67279 1.80872 -1.46726
H 0.68957 2.34324 0.25489
H -1.40984 -1.85112 1.86016
H 0.16803 -2.60336 2.40597
H 1.23481 -0.50312 1.97601
H -0.02389 -0.21470 3.22938
*
```

---

# C4H11BrClCrY

C4H11BrClCrY as an isolated structure at a distorted geometry (ωB97M-V/def2-TZVPD, OMol25).

For the LUMO energy (alpha / beta), the calculation gives 3.018 / 3.080 eV. As for the expectation value of S²: 3.9142. Its frontier orbital gap (alpha / beta) is 7.068 / 7.530 eV.

ORCA input file:
```
! wB97M-V def2-TZVPD RIJCOSX def2/J DEFGRID3
* xyz -1 4
Y -0.75066 0.36079 -0.95818
Cl 0.41406 1.98766 0.74376
C -3.04151 0.73255 -0.81033
C 0.52192 0.87957 -2.80262
H -3.61531 0.65160 -1.74459
H -3.44413 0.01006 -0.08173
H -3.16980 1.74633 -0.39845
H 0.08675 0.77782 -3.80439
H 1.44276 0.27834 -2.76165
H 0.80631 1.93510 -2.65938
Cr 0.52900 -0.07172 1.71549
C 2.43022 -0.76902 2.03458
C -0.03884 -1.44630 0.36519
H 2.79424 -1.45739 1.25913
H 3.10501 0.10239 2.07266
H 2.46512 -1.28049 3.01156
H 0.80857 -2.14055 0.11973
H -0.81040 -2.07588 0.89116
Br -0.53331 -0.22086 3.80807
*
```

---

What is the formula in the third record?
C4H10Se